Entry 1:
C19H41KO5Si | the ωB97M-V functional and the def2-TZVPD basis

Geometry as ORCA input:
```
! RIJCOSX wB97M-V def2-TZVPD def2/J DEFGRID3
* xyz 0 1
K 0.813 -0.080 -0.124
C 2.216 -1.238 2.533
C 2.273 -2.535 1.744
O 1.498 -2.384 0.566
C 1.814 -3.270 -0.496
C 0.823 -3.042 -1.620
O 0.818 -1.700 -2.108
C 1.850 -1.369 -3.030
C 1.714 0.101 -3.374
O 1.912 0.961 -2.253
C 3.199 1.528 -2.082
C 4.275 0.517 -1.740
O 3.825 -0.377 -0.733
C 4.613 -0.519 0.441
C 3.984 0.185 1.629
O 2.606 -0.088 1.789
H 2.831 -1.339 3.433
H 1.186 -1.043 2.840
H 1.869 -3.341 2.366
H 3.300 -2.806 1.482
H 1.731 -4.314 -0.171
H 2.846 -3.090 -0.820
H -0.186 -3.223 -1.252
H 1.025 -3.745 -2.434
H 1.734 -1.957 -3.949
H 2.830 -1.587 -2.597
H 0.696 0.287 -3.719
H 2.401 0.360 -4.187
H 3.088 2.257 -1.279
H 3.506 2.065 -2.988
H 5.168 1.064 -1.420
H 4.556 -0.069 -2.620
H 5.620 -0.116 0.290
H 4.724 -1.587 0.624
H 4.050 1.267 1.496
H 4.543 -0.068 2.538
C -2.387 1.095 2.938
Si -1.989 0.863 1.057
C -2.593 2.601 0.334
C -4.089 2.893 0.449
C -1.830 3.678 1.119
C -2.186 2.744 -1.138
C -3.374 -0.475 0.584
C -3.620 -0.500 -0.927
C -2.794 -1.842 0.984
C -4.720 -0.325 1.294
H -3.365 1.545 3.151
H -1.625 1.715 3.422
H -2.361 0.122 3.444
H -4.461 2.765 1.470
H -4.681 2.241 -0.199
H -4.307 3.930 0.148
H -2.120 3.714 2.172
H -2.028 4.670 0.687
H -0.746 3.513 1.081
H -2.719 2.049 -1.793
H -1.113 2.566 -1.274
H -2.395 3.763 -1.500
H -2.683 -0.558 -1.496
H -4.155 0.391 -1.270
H -4.231 -1.372 -1.207
H -1.861 -2.059 0.450
H -3.509 -2.646 0.751
H -2.571 -1.902 2.056
H -5.225 0.608 1.036
H -4.614 -0.344 2.382
H -5.397 -1.149 1.020
*
```

Orbital gap ... 4.769 eV
HOMO level ... -0.184 Ha



Entry 2:
C19H41N2OP2Pb | the ωB97M-V functional and the def2-TZVPD basis

Geometry as ORCA input:
```
! RIJCOSX wB97M-V def2-TZVPD def2/J DEFGRID3
* xyz 1 1
Pb 0.748 0.098 -0.915
P -0.324 2.584 -0.179
P -0.255 -2.490 -0.610
N -1.487 0.178 -2.067
C -1.574 2.678 -1.507
H -2.356 3.386 -1.181
H -1.127 3.075 -2.439
C -2.313 1.373 -1.876
H -3.004 1.109 -1.060
H -2.902 1.485 -2.784
C -2.263 -1.065 -2.102
H -2.863 -1.036 -3.006
H -2.980 -0.958 -1.239
C -1.499 -2.385 -1.950
H -1.036 -2.603 -2.921
H -2.258 -3.160 -1.750
C -1.015 -3.546 0.735
C -0.239 -3.388 2.043
H -0.797 -3.895 2.856
H -0.108 -2.340 2.334
H 0.760 -3.865 1.989
C 1.131 -3.421 -1.385
C 2.244 -3.690 -0.378
H 3.158 -3.978 -0.921
H 2.013 -4.505 0.306
H 2.501 -2.804 0.217
C 1.036 3.661 -0.793
C 2.150 3.783 0.245
H 3.054 4.178 -0.246
H 2.433 2.813 0.678
H 1.907 4.460 1.054
C -1.096 3.370 1.325
C -0.300 3.015 2.582
H -0.872 3.348 3.475
H 0.675 3.535 2.613
H -0.126 1.943 2.684
C -0.978 -0.069 0.900
O -1.756 -0.154 1.746
C 0.756 -4.682 -2.169
H 0.456 -5.501 -1.544
H -0.043 -4.492 -2.904
H 1.638 -4.992 -2.735
C 0.631 5.034 -1.341
H 1.501 5.462 -1.845
H -0.164 4.950 -2.109
H 0.307 5.718 -0.593
C -1.346 4.879 1.228
H -1.980 5.173 2.077
H -0.409 5.455 1.317
H -1.866 5.171 0.313
C -1.216 -5.025 0.378
H -0.261 -5.578 0.376
H -1.844 -5.472 1.165
H -1.727 -5.171 -0.577
H -2.014 -3.093 0.870
H -2.078 2.869 1.391
H 1.529 -2.703 -2.118
H 1.441 3.088 -1.637
H -0.431 0.285 -2.701
H 0.617 0.291 -2.663
C 3.281 -0.459 3.638
C 2.522 -0.293 2.432
N 1.966 -0.137 1.398
H 4.291 -0.818 3.392
H 2.790 -1.175 4.314
H 3.370 0.496 4.174
*
```

Orbital gap ... 7.109 eV
Energy above the lowest of the compared OMol25 structures with the same formula, charge and spin ... 0.0 kcal/mol
HOMO level ... -0.351 Ha



Entry 3:
C19H42CeNOP3S | the ωB97M-V functional and the def2-TZVPD basis

Geometry as ORCA input:
```
! RIJCOSX wB97M-V def2-TZVPD def2/J DEFGRID3
* xyz 3 2
Ce 0.191 -0.220 1.122
P -1.746 2.012 1.187
P -2.201 -1.459 2.169
P 1.769 1.665 -0.294
H -1.201 -2.083 -0.683
C -0.132 -1.856 -0.782
C 0.861 -2.439 -0.011
H 0.657 -3.165 0.788
C -2.879 2.118 -0.258
C -2.995 2.231 2.516
C -1.108 3.733 1.189
C -1.884 -3.260 2.246
C -2.662 -1.099 3.903
C -3.797 -1.358 1.284
C 3.134 0.653 -0.986
C 2.728 3.093 0.311
C 0.886 2.436 -1.703
H 0.113 -1.209 -1.634
H 1.932 -2.262 -0.194
H -3.512 3.012 -0.152
H -3.508 1.222 -0.314
H -2.294 2.185 -1.182
H -3.481 3.208 2.376
H -2.490 2.219 3.489
H -3.753 1.439 2.502
H -1.963 4.420 1.273
H -0.537 3.962 0.283
H -0.450 3.865 2.057
H -2.836 -3.803 2.322
H -1.268 -3.488 3.127
H -1.343 -3.601 1.354
H -3.577 -1.647 4.173
H -2.832 -0.023 4.032
H -1.847 -1.403 4.575
H -4.528 -2.037 1.746
H -3.651 -1.649 0.235
H -4.196 -0.335 1.292
H 3.677 1.240 -1.738
H 2.784 -0.281 -1.450
H 3.824 0.378 -0.175
H 3.254 3.558 -0.535
H 3.458 2.752 1.057
H 2.060 3.825 0.782
H 1.625 2.797 -2.430
H 0.267 3.280 -1.369
H 0.232 1.707 -2.200
C 1.773 -1.005 -5.348
C 1.223 -0.503 -6.548
C 1.223 -1.315 -7.692
C 1.802 -2.594 -7.650
C 2.497 -3.007 -6.506
C 2.512 -2.201 -5.368
S 1.516 -0.187 -3.814
H 0.951 -1.240 -3.124
H 0.764 0.489 -6.556
H 0.753 -0.965 -8.618
H 1.728 -3.263 -8.517
H 3.021 -3.963 -6.483
H 3.023 -2.504 -4.456
C 1.463 0.837 5.321
C 1.236 -0.381 4.492
N 1.367 -1.573 5.090
O 0.931 -0.331 3.256
H 1.949 0.558 6.266
H 0.505 1.322 5.565
H 2.102 1.545 4.779
H 1.242 -2.417 4.542
H 1.633 -1.638 6.064
*
```

<S²> ... 0.7513
Orbital gap (alpha / beta) ... 4.482 / 4.454 eV
Energy above the lowest of the compared OMol25 structures with the same formula, charge and spin ... 1.1 kcal/mol
HOMO level (alpha / beta) ... -0.544 / -0.544 Ha



Entry 4:
C19H42NO2P3Pd | the ωB97M-V functional and the def2-TZVPD basis

Geometry as ORCA input:
```
! RIJCOSX wB97M-V def2-TZVPD def2/J DEFGRID3
* xyz 4 5
Pd -0.110 -1.296 -0.884
P -2.305 -0.799 0.344
P 0.901 -1.928 1.072
P -1.172 -0.713 -2.826
H 0.704 2.638 1.420
C -0.006 3.101 0.697
C -1.335 3.229 0.859
H -1.872 3.119 1.813
C -2.602 -0.200 2.057
C -2.973 -2.507 0.414
C -3.654 0.114 -0.498
C 2.414 -1.078 1.628
C 0.144 -2.183 2.718
C 1.430 -3.544 0.388
C -1.858 0.941 -3.155
C -2.332 -2.058 -3.236
C 0.114 -0.841 -4.079
H 0.435 3.398 -0.267
H -1.924 3.694 0.044
H -3.065 0.796 2.019
H -1.670 -0.130 2.632
H -3.304 -0.870 2.580
H -2.258 -3.167 0.924
H -3.168 -2.883 -0.598
H -3.910 -2.489 0.982
H -3.384 1.175 -0.587
H -4.565 0.052 0.115
H -3.885 -0.303 -1.484
H 3.017 -1.765 2.249
H 2.111 -0.194 2.209
H 3.015 -0.741 0.779
H 0.680 -2.990 3.249
H -0.918 -2.441 2.640
H 0.233 -1.251 3.305
H 2.124 -4.071 1.051
H 1.890 -3.353 -0.597
H 0.525 -4.146 0.201
H -1.797 1.208 -4.223
H -1.268 1.671 -2.587
H -2.905 1.034 -2.848
H -2.410 -2.222 -4.318
H -3.337 -1.886 -2.839
H -1.947 -2.974 -2.772
H -0.362 -0.670 -5.044
H 0.574 -1.834 -4.056
H 0.903 -0.097 -3.915
C 2.794 0.967 -2.001
C 3.869 0.448 -1.279
C 5.156 0.532 -1.811
C 5.327 1.153 -3.049
C 4.266 1.761 -3.702
C 2.991 1.751 -3.153
O 1.499 0.724 -1.642
H 1.334 -0.339 -1.469
H 3.716 -0.119 -0.378
H 5.967 0.100 -1.229
H 6.307 1.124 -3.527
H 4.437 2.263 -4.638
H 2.170 2.241 -3.664
C -0.623 1.509 5.804
C -0.251 1.830 4.381
N -0.515 3.124 4.031
O 0.273 1.017 3.600
H -0.187 2.234 6.505
H -0.253 0.513 6.049
H -1.716 1.529 5.923
H -0.368 3.385 3.059
H -1.110 3.708 4.615
*
```

<S²> ... 6.0276
Orbital gap (alpha / beta) ... 7.480 / 2.753 eV
HOMO level (alpha / beta) ... -0.720 / -0.717 Ha



Number 1: maximum force 0.89 eV/Å. Number 2: maximum force 5.56 eV/Å. Number 3: maximum force 2.87 eV/Å. Number 4: maximum force 4.50 eV/Å.